{
  "formula": "C4H15N2O",
  "method": "wB97M-V/def2-TZVPD",
  "e_above_lowest_kcal_mol": 16.3,
  "homo_lumo_gap_ev": 11.682,
  "energy_ev": -9412.956,
  "e_lumo_ev": -2.65,
  "charge": 1,
  "symbols": ["C", "N", "C", "N", "C", "C", "H", "H", "H", "H", "H", "H", "H", "H", "H", "H", "H", "H", "H", "H", "H", "O"],
  "positions_angstrom": [[0.6770, 2.1029, 0.4781], [1.8329, 1.7010, -0.3134], [-0.1826, 0.9052, 0.8975], [-0.0669, -0.1248, -0.1883], [-1.1781, -0.2178, -1.1982], [-2.3580, -0.9853, -0.5892], [0.9238, 2.7627, 1.3140], [0.0272, 2.7526, -0.1225], [2.6767, 1.5452, 0.2099], [1.9870, 2.3690, -1.0450], [0.1668, 0.3837, 1.7826], [-1.2409, 1.1476, 0.9552], [0.7770, 0.2924, -0.6690], [0.2596, -1.0541, 0.0550], [-0.7912, -0.8121, -1.9968], [-1.3861, 0.7892, -1.5379], [-2.3060, -2.0323, -0.8365], [-2.3802, -0.7421, 0.4579], [-3.2968, -0.6076, -0.9911], [0.4387, -3.0476, 1.4248], [1.8149, -3.3861, 0.9745], [1.0724, -2.7998, 0.7347]],
  "atomic_forces_ev_per_a": [[-0.394, 1.033, 0.039], [-0.784, -0.213, -0.103], [-0.096, -1.240, -0.097], [0.765, 0.979, -1.604], [-0.171, -0.603, 0.941], [-0.119, 1.366, -0.702], [0.009, -0.461, 0.286], [0.280, -0.220, -0.259], [0.186, 0.094, 0.193], [0.366, 0.128, -0.237], [-0.076, 0.381, 0.370], [0.102, 0.201, 0.460], [0.054, -0.364, -0.175], [-0.078, -0.390, 0.745], [0.408, -0.021, -0.773], [-0.184, 0.104, -0.006], [0.129, -0.382, 0.400], [-0.209, -0.489, 0.637], [-0.012, -0.045, -0.118], [-0.114, 0.121, -0.220], [-0.121, 0.484, -0.507], [0.060, -0.463, 0.731]]
}